Run P
{"formula": "C22H33N11", "method": "ωB97M-V/def2-TZVPD", "lumo_ev": -0.1, "charge": 0, "symbols": ["C", "C", "N", "H", "H", "H", "C", "C", "N", "H", "H", "H", "C", "C", "N", "H", "H", "H", "C", "C", "N", "H", "H", "H", "C", "C", "N", "H", "H", "H", "C", "C", "N", "H", "H", "H", "C", "C", "N", "H", "H", "H", "C", "C", "N", "H", "H", "H", "C", "C", "N", "H", "H", "H", "C", "C", "N", "H", "H", "H", "C", "C", "N", "H", "H", "H"], "coordinates": [[-9.574, -0.727, 12.731], [-9.111, -1.336, 11.497], [-8.733, -1.879, 10.551], [-9.627, -1.446, 13.549], [-10.637, -0.488, 12.695], [-8.977, 0.144, 13.002], [-10.821, -5.954, 13.036], [-10.046, -4.713, 13.179], [-9.532, -3.699, 13.324], [-11.232, -6.142, 14.028], [-10.197, -6.817, 12.805], [-11.653, -5.960, 12.332], [-13.932, -3.102, 15.073], [-12.929, -4.107, 14.989], [-12.158, -4.981, 14.904], [-13.781, -2.434, 15.921], [-14.911, -3.560, 15.217], [-13.963, -2.518, 14.154], [-8.312, -1.363, 16.669], [-8.930, -0.120, 17.163], [-9.362, 0.856, 17.622], [-7.368, -0.993, 16.270], [-8.928, -1.757, 15.860], [-8.087, -2.148, 17.391], [-11.432, -3.628, 11.330], [-11.654, -2.471, 12.174], [-11.857, -1.574, 12.834], [-10.359, -3.665, 11.143], [-11.958, -3.517, 10.382], [-11.860, -4.538, 11.751], [-10.007, -3.390, 19.019], [-11.298, -3.765, 18.503], [-12.296, -4.152, 18.032], [-10.071, -3.285, 20.102], [-9.661, -2.508, 18.479], [-9.315, -4.186, 18.746], [-8.218, -3.519, 15.025], [-6.857, -3.457, 14.486], [-5.771, -3.433, 14.081], [-8.156, -3.407, 16.107], [-8.746, -4.456, 14.852], [-8.805, -2.681, 14.648], [-11.036, -2.508, 14.566], [-10.695, -2.469, 16.006], [-10.467, -2.454, 17.110], [-10.210, -2.289, 13.888], [-11.966, -1.960, 14.417], [-11.399, -3.495, 14.281], [-14.217, 0.153, 13.153], [-13.387, -0.616, 14.084], [-12.713, -1.266, 14.783], [-14.938, -0.434, 12.584], [-13.567, 0.593, 12.396], [-14.746, 0.984, 13.620], [-10.458, -5.017, 15.974], [-9.213, -4.790, 16.781], [-8.253, -4.584, 17.398], [-10.701, -6.064, 15.793], [-10.283, -4.473, 15.045], [-11.256, -4.481, 16.488], [-11.473, 0.038, 16.246], [-10.485, -0.290, 15.153], [-9.795, -0.503, 14.280], [-12.149, -0.807, 16.378], [-11.998, 0.934, 15.913], [-10.914, 0.248, 17.158]]}

=====

Run Q
{"formula": "C22H33N11", "method": "ωB97M-V/def2-TZVPD", "smiles": "CC#N.CC#N.CC#N.CC#N.CC#N.CC#N.CC#N.CC#N.CC#N.CC#N.CC#N", "lumo_ev": 0.0, "charge": 0, "symbols": ["C", "C", "N", "H", "H", "H", "C", "C", "N", "H", "H", "H", "C", "C", "N", "H", "H", "H", "C", "C", "N", "H", "H", "H", "C", "C", "N", "H", "H", "H", "C", "C", "N", "H", "H", "H", "C", "C", "N", "H", "H", "H", "C", "C", "N", "H", "H", "H", "C", "C", "N", "H", "H", "H", "C", "C", "N", "H", "H", "H", "C", "C", "N", "H", "H", "H"], "coordinates": [[3.608, 1.728, 1.056], [4.617, 2.711, 1.506], [5.409, 3.410, 1.941], [3.905, 1.242, 0.127], [2.627, 2.174, 0.894], [3.651, 0.857, 1.710], [3.137, 0.035, 4.773], [1.936, 0.294, 3.947], [0.985, 0.584, 3.320], [2.840, -0.130, 5.809], [3.725, 0.920, 4.530], [3.717, -0.824, 4.434], [4.438, -1.587, -3.277], [3.046, -1.483, -2.948], [1.900, -1.398, -2.710], [4.564, -2.204, -4.166], [5.043, -1.965, -2.454], [4.847, -0.594, -3.465], [-4.931, -2.951, -0.841], [-3.545, -2.654, -1.301], [-2.510, -2.271, -1.617], [-4.934, -3.170, 0.226], [-5.302, -3.754, -1.478], [-5.543, -2.050, -0.885], [-0.201, -4.602, -2.165], [-0.953, -5.103, -0.987], [-1.431, -5.491, -0.062], [0.698, -5.062, -2.573], [0.130, -3.614, -1.844], [-0.874, -4.385, -2.994], [0.613, 4.549, -1.469], [1.970, 4.991, -1.168], [3.033, 5.367, -0.991], [0.404, 3.858, -0.652], [0.372, 4.026, -2.394], [0.052, 5.474, -1.333], [0.095, 3.480, 2.497], [0.858, 4.629, 2.014], [1.468, 5.489, 1.617], [-0.963, 3.673, 2.672], [0.428, 3.473, 3.535], [0.425, 2.570, 1.995], [0.240, -1.301, 0.236], [0.590, 0.058, -0.235], [0.857, 1.143, -0.529], [-0.839, -1.416, 0.131], [0.345, -1.385, 1.318], [0.858, -2.075, -0.220], [-1.029, 0.589, -3.788], [-1.014, 0.224, -5.264], [-1.045, -0.055, -6.366], [-1.475, 1.560, -3.572], [-0.088, 0.537, -3.241], [-1.749, -0.028, -3.250], [-2.906, 1.514, -0.291], [-3.588, 1.792, -1.596], [-4.050, 2.021, -2.669], [-3.095, 0.445, -0.191], [-3.369, 2.043, 0.542], [-1.877, 1.864, -0.375], [-3.534, -3.249, 4.449], [-3.018, -2.492, 3.314], [-2.582, -1.895, 2.434], [-3.579, -2.553, 5.287], [-2.845, -4.021, 4.791], [-4.559, -3.567, 4.258]]}

=====

run Q (32.280 eV below the next structure)

=====

Run P
{"formula": "C16H24LiNO15", "method": "ωB97M-V/def2-TZVPD", "lumo_ev": 0.4, "charge": 0, "symbols": ["Li", "N", "O", "O", "O", "C", "C", "C", "O", "C", "O", "O", "H", "H", "H", "H", "H", "H", "C", "C", "C", "O", "C", "O", "O", "H", "H", "H", "H", "H", "H", "C", "C", "C", "O", "C", "O", "O", "H", "H", "H", "H", "H", "H", "C", "C", "C", "O", "C", "O", "O", "H", "H", "H", "H", "H", "H"], "coordinates": [[52.932, 45.673, 73.921], [52.559, 46.832, 71.382], [53.346, 45.944, 71.748], [52.207, 47.022, 70.290], [51.957, 47.244, 72.427], [49.996, 40.184, 75.188], [49.400, 41.488, 74.486], [49.090, 42.524, 75.479], [50.211, 43.450, 75.395], [50.949, 43.191, 74.376], [51.973, 43.807, 74.078], [50.513, 41.979, 73.824], [49.107, 39.550, 75.348], [50.466, 40.317, 76.081], [50.652, 39.607, 74.591], [48.609, 41.317, 73.878], [49.127, 42.237, 76.633], [48.259, 43.307, 75.197], [49.119, 46.747, 74.872], [50.415, 47.421, 75.448], [50.501, 47.661, 77.046], [51.405, 46.724, 77.394], [51.892, 46.062, 76.409], [52.847, 45.280, 76.597], [51.404, 46.345, 75.257], [48.366, 47.273, 74.488], [48.658, 46.190, 75.609], [49.488, 45.991, 74.077], [50.841, 48.436, 74.745], [49.542, 47.500, 77.577], [51.033, 48.620, 77.239], [59.335, 43.093, 75.291], [58.431, 44.331, 75.236], [58.513, 44.988, 73.774], [57.259, 45.541, 73.431], [56.390, 44.897, 74.186], [55.128, 45.074, 74.102], [57.019, 44.078, 75.175], [59.453, 42.817, 76.306], [60.300, 43.251, 75.134], [58.991, 42.326, 74.879], [58.599, 45.045, 76.005], [58.526, 44.280, 73.094], [59.192, 45.800, 73.840], [56.870, 50.633, 73.693], [56.949, 49.003, 74.112], [57.013, 48.854, 75.567], [55.719, 48.273, 75.904], [55.099, 48.017, 74.781], [53.999, 47.536, 74.712], [55.680, 48.499, 73.796], [57.834, 51.168, 73.808], [55.948, 51.084, 74.254], [56.565, 50.527, 72.717], [57.678, 48.476, 73.726], [57.099, 49.573, 76.275], [57.616, 47.995, 75.959]]}

=====

Run Q
{"formula": "C16H24LiNO15", "method": "ωB97M-V/def2-TZVPD", "lumo_ev": 0.3, "charge": 0, "symbols": ["Li", "N", "O", "O", "O", "C", "C", "C", "O", "C", "O", "O", "H", "H", "H", "H", "H", "H", "C", "C", "C", "O", "C", "O", "O", "H", "H", "H", "H", "H", "H", "C", "C", "C", "O", "C", "O", "O", "H", "H", "H", "H", "H", "H", "C", "C", "C", "O", "C", "O", "O", "H", "H", "H", "H", "H", "H"], "coordinates": [[43.204, 57.260, 67.353], [40.665, 57.473, 67.419], [39.462, 57.719, 67.191], [41.376, 58.387, 67.822], [41.199, 56.432, 67.132], [47.329, 58.418, 71.095], [45.994, 57.590, 71.624], [44.932, 58.543, 72.089], [43.795, 58.147, 71.276], [44.156, 57.241, 70.394], [43.382, 56.926, 69.476], [45.402, 56.900, 70.524], [48.159, 58.641, 71.859], [47.312, 59.338, 70.400], [47.990, 57.591, 70.637], [46.275, 56.661, 72.251], [45.037, 59.471, 71.661], [44.672, 58.402, 73.141], [42.654, 57.107, 60.848], [43.092, 56.213, 61.985], [44.683, 56.295, 62.141], [44.847, 56.654, 63.462], [43.602, 56.828, 64.079], [43.318, 57.015, 65.211], [42.666, 56.502, 63.148], [41.622, 56.902, 60.804], [43.152, 56.950, 59.980], [42.766, 58.105, 61.315], [43.129, 55.097, 61.746], [45.149, 56.888, 61.394], [45.147, 55.321, 61.954], [46.359, 62.080, 70.339], [45.231, 61.600, 69.456], [45.111, 62.115, 68.076], [44.656, 61.017, 67.404], [44.666, 60.001, 68.014], [44.336, 58.862, 67.548], [45.060, 60.227, 69.303], [46.181, 61.857, 71.430], [46.600, 63.147, 70.279], [47.309, 61.670, 70.167], [44.269, 61.825, 69.931], [46.118, 62.195, 67.818], [44.538, 63.028, 67.969], [47.001, 51.795, 66.085], [46.381, 53.104, 65.440], [44.905, 52.875, 64.815], [44.213, 53.953, 65.576], [44.998, 54.587, 66.418], [44.695, 55.457, 67.250], [46.188, 53.998, 66.486], [46.443, 51.508, 67.093], [48.069, 51.851, 66.436], [46.916, 50.948, 65.373], [46.975, 53.287, 64.445], [44.409, 52.012, 65.115], [44.715, 53.277, 63.750]]}

=====

run Q (1.558 eV below the next structure)